No. 1
This record from OMol25 describes a gas-phase ion, C3H6N (charge +1). The level of theory is ωB97M-V/def2-TZVPD.

Positions of all 10 atoms, in Å:
C1 0.228 0.923 -0.231
C2 1.300 0.287 -0.847
C3 -1.046 -0.861 0.354
N1 -0.346 0.370 0.914
H1 -0.549 1.392 -0.801
H2 1.321 -0.797 -0.630
H3 1.797 0.569 -1.818
H4 -0.841 -1.744 1.035
H5 -2.067 -0.444 0.245
H6 0.203 0.305 1.779

## Properties
SMILES ... C=C[NH+]=C
Net charge ... +1
Frontier orbital gap ... 6.70 eV

These are the Löwdin partial charges, in e, on atoms 1 to 8: C -0.18; C 0.14; C 0.30; N -0.01; H 0.13; H 0.08; H 0.11; H 0.13

---

No. 2
This record from OMol25 describes C3H6N2 in the gas phase. The level of theory is ωB97M-V/def2-TZVPD.

Positions of all 11 atoms, in Å:
N1 1.359 -0.799 0.674
N2 1.547 0.321 1.152
C1 -1.004 -0.050 0.923
C2 0.416 0.240 -1.256
C3 0.381 0.209 0.303
H1 -1.735 -0.157 0.163
H2 -0.888 -1.094 1.348
H3 -1.221 0.634 1.660
H4 1.403 0.185 -1.673
H5 -0.190 -0.580 -1.606
H6 -0.070 1.090 -1.686

## Properties
SMILES ... CC1(C)N=N1
Net charge ... 0
Frontier orbital gap ... 10.54 eV

These are the Löwdin partial charges, in e, on atoms 1 to 8: N 0.10; N 0.13; C -0.03; C -0.04; C -0.54; H 0.06; H 0.10; H 0.04

---

No. 3
This record from OMol25 describes C3H6N2 in the gas phase. The level of theory is ωB97M-V/def2-TZVPD.

Positions of all 11 atoms, in Å:
C1 1.479 -0.621 -0.165
N1 0.236 -0.032 0.342
C2 -0.794 0.983 0.100
C3 -1.986 0.183 -0.270
N2 -2.707 -0.697 -0.480
H1 1.394 -1.707 -0.004
H2 2.357 -0.311 0.423
H3 1.729 -0.510 -1.226
H4 -0.149 -0.664 1.014
H5 -1.038 1.539 1.029
H6 -0.628 1.774 -0.644

## Properties
SMILES ... CNCC#N
Net charge ... 0
Frontier orbital gap ... 9.69 eV

These are the Löwdin partial charges, in e, on atoms 1 to 8: C -0.11; N -0.13; C -0.20; C -0.22; N 0.13; H 0.08; H 0.07; H 0.07

---

No. 4
This record from OMol25 describes C3H6N2 in the gas phase. The level of theory is ωB97M-V/def2-TZVPD.

Positions of all 11 atoms, in Å:
C1 -0.177 1.219 -0.736
N1 -0.724 -0.065 -0.321
C2 0.246 -1.097 -0.006
C3 0.684 -0.947 1.402
N2 0.703 -0.755 2.544
H1 0.452 1.734 0.010
H2 -1.022 1.873 -0.977
H3 0.411 1.078 -1.649
H4 -1.290 0.069 0.511
H5 -0.228 -2.082 -0.063
H6 1.057 -1.088 -0.742

## Properties
SMILES ... CNCC#N
Net charge ... 0
Frontier orbital gap ... 10.61 eV

These are the Löwdin partial charges, in e, on atoms 1 to 8: C -0.13; N -0.14; C -0.23; C -0.21; N 0.13; H 0.08; H 0.08; H 0.08

---

No. 5
This record from OMol25 describes C3H6N2 in the gas phase. The level of theory is ωB97M-V/def2-TZVPD.

Positions of all 11 atoms, in Å:
C1 -0.948 -1.639 -0.374
C2 0.781 1.548 0.109
N1 0.171 -0.957 -0.202
C3 -0.149 0.460 0.540
N2 -1.216 0.423 1.156
H1 1.079 -1.413 -0.132
H2 -0.957 -2.724 -0.310
H3 -1.807 -1.131 -0.779
H4 0.396 2.506 0.451
H5 1.780 1.385 0.523
H6 0.870 1.542 -0.981

## Properties
Net charge ... 0
Frontier orbital gap (spin up / spin down) ... 6.73 / 6.72 eV

These are the Löwdin partial charges, in e, on atoms 1 to 8: C 0.07; C -0.09; N 0.05; C -0.56; N 0.04; H 0.12; H 0.09; H 0.09

---

No. 6
This record from OMol25 describes 2 unconnected molecules or ions with the total composition C3H6N2. The level of theory is ωB97M-V/def2-TZVPD.

Positions of all 11 atoms, in Å:
C1 2.279 0.212 0.113
C2 -1.269 0.670 -0.198
C3 -1.434 -0.753 -0.022
N1 1.354 -0.417 -0.392
N2 -0.333 -0.101 0.570
H1 3.383 0.055 -0.279
H2 2.099 0.642 1.170
H3 -1.073 1.140 -1.262
H4 -1.755 1.252 0.540
H5 -2.039 -1.364 0.584
H6 -1.213 -1.337 -0.823

## Properties
Net charge ... 0
Frontier orbital gap ... 9.20 eV

These are the Löwdin partial charges, in e, on atoms 1 to 8: C -0.19; C -0.19; C -0.24; N 0.05; N -0.01; H 0.10; H 0.09; H 0.15

---

No. 7
This record from OMol25 describes 2 unconnected molecules or ions with the total composition C3H6N2. The level of theory is ωB97M-V/def2-TZVPD.

Positions of all 11 atoms, in Å:
C1 -1.734 -0.485 0.073
C2 -0.909 0.643 -0.258
C3 2.386 -0.054 0.237
H1 -1.093 -1.449 -0.352
H2 -2.873 -0.401 -0.385
H3 -1.900 -0.419 1.277
H4 -1.389 1.667 -0.264
H5 3.113 -0.870 0.046
H6 2.909 1.110 1.159
N1 0.353 0.754 -0.623
N2 1.138 -0.495 -0.910

## Properties
Net charge ... 0
Frontier orbital gap ... 7.90 eV

These are the Löwdin partial charges, in e, on atoms 1 to 8: C -0.15; C -0.34; C 0.01; H 0.11; H 0.12; H 0.12; H 0.11; H -0.04

---

No. 8
This record from OMol25 describes C3H6N2 in the gas phase. The level of theory is ωB97M-V/def2-TZVPD.

Positions of all 11 atoms, in Å:
C1 0.052 -1.947 0.521
C2 0.575 1.279 -0.612
C3 -0.830 1.160 0.022
H1 0.025 -2.905 -0.106
H2 0.435 -2.251 1.680
H3 0.668 0.690 -1.573
H4 1.380 2.129 -0.350
H5 -1.455 0.684 -0.730
H6 -1.156 1.794 0.832
N1 -0.071 -0.894 -0.186
N2 0.378 0.262 0.502

## Properties
SMILES ... C=NN1CC1
Net charge ... 0
Frontier orbital gap ... 10.74 eV

These are the Löwdin partial charges, in e, on atoms 1 to 8: C -0.09; C -0.15; C -0.11; H 0.07; H 0.13; H 0.10; H 0.13; H 0.09

---

Here are the calculated E numbers, same order: -172.17301 -227.32647 -227.35867 -227.39034 -227.28442 -227.22815 -227.08517 -227.26388 (hartree).
Here are the calculated relative energy (zero: lowest compared OMol25 entry of this formula, charge and spin) numbers, same order: 116.47 61.72 41.52 21.64 88.11 123.42 213.14 101.00 (kcal per mole).